Density functional theory data (the ωB97M-V functional and the def2-TZVPD basis) for a molecular structure, C34H50BaN9O2P2.

ORCA input file:
```
! RIJCOSX wB97M-V def2-TZVPD def2/J DEFGRID3
* xyz 1 1
Ba -0.759 -0.324 -0.326
O 3.954 -1.908 4.596
C 4.443 -1.531 3.504
O 5.598 -1.596 3.024
C 3.433 -0.836 2.610
C 2.259 -0.291 3.122
C 1.325 0.203 2.243
N 1.425 0.003 0.918
C 2.542 -0.559 0.417
C 3.609 -0.850 1.234
C 2.546 -0.817 -1.073
C 3.631 -1.390 -1.718
C 3.578 -1.577 -3.089
C 2.448 -1.191 -3.800
C 1.405 -0.638 -3.085
N 1.442 -0.467 -1.754
C 0.104 0.953 2.746
C 0.111 1.541 4.000
C -1.033 2.174 4.459
C -2.158 2.224 3.653
C -2.077 1.646 2.402
N -0.978 1.020 1.950
H 2.118 -0.317 4.197
H 4.569 -1.201 0.871
H 4.507 -1.687 -1.155
H 4.423 -2.021 -3.603
H 2.381 -1.307 -4.875
H 0.496 -0.302 -3.588
H 1.009 1.508 4.605
H -1.039 2.632 5.441
H -3.071 2.711 3.973
H -2.928 1.684 1.727
C -5.396 -1.235 -3.099
N -4.212 -2.069 -3.290
C -4.392 -3.356 -3.978
C -3.007 -3.964 -3.885
N -2.492 -3.337 -2.673
C -1.084 -3.501 -2.356
C -3.133 -2.143 -2.449
N -2.665 -1.307 -1.563
C -3.302 -0.012 -1.305
C -2.853 1.084 -2.306
N -1.540 1.633 -1.898
C -0.933 2.533 -2.622
N -1.190 2.987 -3.903
C -2.534 3.207 -4.437
C -0.222 4.048 -4.237
C 0.903 3.824 -3.238
N 0.193 3.149 -2.165
C 0.835 2.771 -0.919
H -6.086 -1.453 -3.912
H -5.167 -0.174 -3.154
H -5.909 -1.450 -2.159
H -4.717 -3.198 -5.002
H -5.135 -3.970 -3.463
H -2.397 -3.703 -4.757
H -3.027 -5.046 -3.785
H -0.844 -4.561 -2.402
H -0.826 -3.169 -1.350
H -0.438 -2.969 -3.066
H -2.986 0.324 -0.295
H -4.380 -0.073 -1.262
H -3.615 1.867 -2.334
H -2.816 0.619 -3.297
H -3.137 2.311 -4.426
H -2.427 3.513 -5.475
H -3.057 4.004 -3.901
H -0.680 5.033 -4.108
H 0.104 3.953 -5.269
H 1.347 4.752 -2.884
H 1.699 3.198 -3.652
H 1.427 3.611 -0.556
H 1.490 1.903 -1.027
H 0.073 2.551 -0.168
C 2.000 -5.095 -0.893
P 1.349 -3.892 0.324
C 2.671 -3.971 1.594
C 0.030 -4.897 1.118
C -0.586 -4.182 2.326
P -1.359 -2.539 1.974
C -3.117 -3.021 1.700
C -1.436 -1.912 3.702
H 2.146 -6.082 -0.443
H 2.964 -4.738 -1.261
H 1.336 -5.196 -1.755
H 2.824 -5.001 1.928
H 2.453 -3.347 2.463
H 3.612 -3.599 1.180
H 0.460 -5.854 1.430
H -0.742 -5.126 0.371
H 0.186 -4.003 3.078
H -1.343 -4.804 2.806
H -3.501 -3.608 2.535
H -3.202 -3.605 0.781
H -3.747 -2.134 1.579
H -1.859 -2.665 4.371
H -2.050 -1.009 3.764
H -0.428 -1.669 4.048
*
```

Values from the calculation:
HOMO: -0.3527 Ha
DFT total energy: -72844.534 eV
LUMO level: -2.58 eV
orbital gap: 7.01 eV

Atomic partial charges in e from the Löwdin method, atoms 1 to 2:
1 Ba 1.8567
2 O -0.0257